Record 1
38
Properties=species:S:1:pos:R:3:forces:R:3 method="wB97M-V/def2-TZVPD" orbital_gap_ev=8.7 e_homo_ev=-9.91 e_lumo_ev=-1.20 total_charge=0 total_energy_ev=-37590.6535
O 2.048 5.627 -0.339 0.3 -1.0 0.4
N 2.764 4.634 -0.334 1.9 1.4 -1.6
O 3.902 4.622 -0.870 -2.1 -0.5 1.2
C 2.296 3.419 0.281 -1.7 -2.3 1.6
C 2.890 2.157 0.069 0.3 0.4 0.5
C 2.468 1.012 0.741 -1.2 0.9 0.4
C 1.300 1.074 1.592 0.6 -1.5 -0.8
O 0.816 -0.064 2.209 -0.8 1.5 -0.3
N 0.959 -1.268 1.509 -1.7 -3.0 -2.8
C -0.110 -1.672 0.716 7.0 0.4 3.0
O -1.082 -0.911 0.586 -2.8 2.4 0.0
C -2.163 -1.147 -0.274 -2.1 -1.4 -2.1
C -2.488 0.152 -1.000 0.9 0.1 -0.2
O -1.293 0.692 -1.576 -0.2 -0.1 -0.2
C -1.911 -2.276 -1.321 0.5 -0.8 0.5
O -3.172 -2.753 -1.767 -0.2 0.5 -0.1
C -1.150 -3.465 -0.704 0.1 1.0 -1.2
O -0.894 -4.376 -1.756 0.7 -0.2 -0.1
C 0.124 -2.961 -0.074 1.7 -0.3 0.1
O 1.130 -2.794 -1.141 -1.1 0.3 0.7
C 0.660 2.298 1.809 2.5 0.3 -2.0
N -0.485 2.444 2.636 -1.7 0.5 1.4
O -0.452 3.395 3.434 -0.4 -1.5 -1.1
O -1.417 1.646 2.479 1.2 1.2 0.4
C 1.195 3.437 1.159 0.0 1.1 0.2
H 3.756 2.134 -0.562 0.3 -0.2 -0.3
H 3.014 0.076 0.638 -0.4 0.3 0.0
H -3.052 -1.474 0.300 0.5 0.2 0.0
H -3.196 -0.008 -1.842 0.5 -0.1 0.7
H -2.907 0.829 -0.277 -0.3 0.5 0.2
H -0.597 0.844 -0.918 -0.5 -0.1 0.1
H -1.269 -1.898 -2.143 -0.4 0.0 0.2
H -3.106 -3.569 -2.301 0.5 0.6 0.4
H -1.766 -3.949 0.053 -0.1 -0.1 0.0
H -0.044 -4.117 -2.194 -0.9 -0.2 0.6
H 0.508 -3.734 0.602 0.0 0.3 0.1
H 1.975 -2.475 -0.787 -0.5 -0.1 0.3
H 0.750 4.417 1.369 0.0 -0.5 -0.1

---

Record 2
27
Properties=species:S:1:pos:R:3:forces:R:3 method="wB97M-V/def2-TZVPD" orbital_gap_ev=8.3 e_homo_ev=-7.53 e_lumo_ev=0.75 total_charge=0 total_energy_ev=-16190.7858
C 3.493 -0.147 0.741 -1.1 0.3 1.2
C 1.999 -0.527 0.737 -0.1 0.4 -0.7
C 1.110 -0.151 -0.213 0.1 -1.2 2.2
C 1.235 0.653 -1.426 -0.6 -0.5 -1.8
N -0.211 -0.730 -0.071 1.2 0.3 -0.1
C -0.366 -2.089 -0.204 -0.9 0.7 -1.2
C -1.704 -2.370 -0.254 0.8 -1.5 0.8
C -2.391 -1.133 -0.058 -1.2 -1.3 1.0
C -3.758 -0.924 0.248 0.7 0.1 -0.3
C -4.104 0.402 0.345 -0.6 0.5 -0.2
C -3.132 1.442 0.373 -0.5 0.1 -0.7
C -1.808 1.238 0.092 -0.5 -0.2 1.3
O -0.890 2.237 0.123 1.5 -1.7 -0.2
C -1.444 -0.105 -0.006 1.1 -0.8 -0.7
H 3.803 0.417 1.712 -0.7 -0.4 -2.0
H 3.748 0.318 -0.226 0.1 0.3 0.8
H 4.065 -1.051 0.821 0.4 -0.6 -0.1
H 1.569 -1.222 1.488 0.7 0.7 -0.3
H 1.505 1.655 -1.219 -0.2 1.3 0.3
H 0.177 0.569 -1.875 2.1 0.6 -0.1
H 2.069 0.323 -2.102 -1.0 -0.2 0.3
H 0.465 -2.645 -0.606 0.2 -0.3 0.6
H -2.012 -3.441 -0.243 -0.4 1.3 -0.2
H -4.412 -1.796 0.462 0.2 0.9 -0.7
H -5.145 0.703 0.215 0.1 -0.1 0.9
H -3.391 2.463 0.621 -0.5 0.1 -0.3
H -1.285 3.080 0.137 -1.0 1.4 0.1

---

Record 3
27
Properties=species:S:1:pos:R:3:forces:R:3 method="wB97M-V/def2-TZVPD" orbital_gap_ev=8.6 e_homo_ev=-7.75 e_lumo_ev=0.86 total_charge=0 total_energy_ev=-24980.0202 smiles=Cc1ccc(NCc2cccs2)cc1
C -5.063 -0.089 -0.144 0.3 -0.5 0.8
C -3.566 -0.173 -0.106 0.7 0.1 -0.1
C -2.886 -1.255 0.437 0.6 -0.3 -0.2
C -1.494 -1.354 0.419 -0.7 0.2 0.7
C -0.740 -0.292 -0.064 0.0 0.7 -0.8
N 0.636 -0.428 -0.022 1.4 0.0 0.9
C 1.522 0.744 -0.124 -0.3 -0.2 0.3
C 2.966 0.337 -0.029 0.9 0.2 0.0
C 3.999 0.993 0.616 -0.9 -0.1 0.3
C 5.246 0.325 0.478 0.8 0.0 0.2
C 5.187 -0.794 -0.298 -0.1 -0.1 0.0
S 3.595 -1.051 -0.864 -0.5 0.1 0.1
C -1.374 0.818 -0.668 -0.3 -0.4 0.4
C -2.776 0.818 -0.667 0.2 0.8 -0.4
H -5.492 -0.106 0.868 0.1 0.3 -0.2
H -5.376 0.803 -0.668 -0.3 0.1 -0.1
H -5.448 -0.988 -0.606 -0.3 -0.1 -0.5
H -3.456 -2.066 0.841 -0.2 -0.4 0.3
H -0.947 -2.187 0.890 -0.5 0.3 -0.3
H 0.940 -1.087 0.711 -0.2 0.6 -0.7
H 1.321 1.192 -1.091 0.1 0.2 -0.3
H 1.323 1.546 0.632 0.0 -0.6 -0.3
H 3.834 1.885 1.245 0.2 -0.6 -0.5
H 6.183 0.619 0.961 -0.5 0.1 -0.2
H 5.969 -1.526 -0.521 -0.4 0.5 0.1
H -0.802 1.663 -1.099 -0.5 -0.7 0.4
H -3.300 1.654 -1.127 0.2 0.0 0.0

---

Record 4
27
Properties=species:S:1:pos:R:3:forces:R:3 method="wB97M-V/def2-TZVPD" orbital_gap_ev="8.1 / 6.7" e_homo_ev="-8.45 / -6.81" e_lumo_ev="-0.36 / -0.08" total_charge=0 total_energy_ev=-23985.6596
C -2.107 -2.553 -0.014 0.1 -3.7 1.4
C -3.305 -1.944 0.344 -0.1 -1.6 -0.4
C -0.997 -1.852 -0.410 0.2 1.8 -0.6
C -3.441 -0.633 0.107 -3.3 2.2 0.1
C -1.065 -0.467 -0.424 -2.8 -0.4 1.6
C -2.336 0.128 -0.117 2.6 1.1 -1.2
C 2.130 -0.580 0.714 -0.1 -0.6 1.8
C 1.467 0.614 1.296 1.1 0.1 -1.4
C 3.003 -0.470 -0.268 -0.4 -0.9 -1.4
C 1.989 1.748 0.890 -1.6 0.2 0.3
C 3.163 0.820 -1.029 3.5 -0.4 2.0
C 3.070 1.997 -0.038 1.6 -2.6 3.3
O -3.885 2.160 0.042 -2.2 2.4 -1.2
P -2.301 1.898 -0.124 1.0 0.1 -0.3
H -1.977 -3.686 0.200 -0.4 2.0 -0.6
H -4.189 -2.428 0.737 0.3 -0.7 -0.2
H -0.055 -2.210 -0.755 0.4 -1.1 0.2
H -4.499 -0.146 0.116 2.1 -0.8 0.4
H -0.212 0.144 -0.362 1.0 0.6 -0.8
H 2.045 -1.513 1.298 0.0 0.4 -0.5
H 0.636 0.504 1.921 -1.0 -0.1 1.1
H 3.547 -1.378 -0.568 -0.2 0.6 -0.1
H 4.209 0.768 -1.455 -1.2 0.5 0.0
H 2.469 1.129 -1.743 -1.4 -0.6 -1.6
H 2.968 2.806 -0.611 -0.4 3.6 -1.8
H 3.888 2.168 0.732 0.1 -0.3 -1.4
H -4.213 2.977 -0.479 0.9 -2.0 1.5

---

Record 5
26
Properties=species:S:1:pos:R:3:forces:R:3 method="wB97M-V/def2-TZVPD" orbital_gap_ev=8.2 e_homo_ev=-7.97 e_lumo_ev=0.22 total_charge=0 total_energy_ev=-21941.5783 smiles="CC1=C(C)[C@H](c2ccccc2)P=C1"
C 0.520 -0.491 3.175 2.1 1.0 -3.0
C -0.433 -0.211 2.060 -0.2 0.1 0.6
C -0.434 -0.721 0.809 -0.2 -1.3 0.0
C 0.413 -1.888 0.304 -0.5 -0.4 3.4
C -1.451 -0.154 -0.110 0.6 0.6 0.2
C -0.750 0.555 -1.272 -1.2 0.4 0.4
C -1.426 0.720 -2.468 -0.3 -1.3 -2.1
C -0.750 1.370 -3.546 0.5 0.1 5.1
C 0.356 2.140 -3.303 1.0 -1.5 2.5
C 1.017 2.015 -2.013 -0.3 1.2 -1.1
C 0.484 1.185 -1.044 -0.9 0.6 -1.7
P -2.455 1.019 0.955 0.0 0.4 0.3
C -1.476 0.761 2.316 -1.3 0.8 -0.8
H 1.168 0.425 3.232 -0.4 -0.7 0.3
H 1.180 -1.265 2.755 0.0 -0.1 1.1
H 0.074 -0.648 4.101 -0.7 -0.7 1.5
H -0.178 -2.676 -0.209 0.4 0.8 -0.1
H 0.706 -2.382 1.334 0.2 0.6 -2.4
H 1.263 -1.491 -0.234 0.3 -0.5 -0.3
H -2.071 -0.920 -0.564 -0.3 -0.3 0.2
H -2.425 0.170 -2.760 2.1 1.1 1.1
H -1.144 1.349 -4.448 -2.0 0.0 -4.2
H 0.787 2.672 -4.101 0.6 0.8 -0.7
H 1.876 2.691 -1.771 -0.7 -0.9 -0.3
H 0.900 1.078 -0.086 0.8 0.0 1.1
H -1.667 1.302 3.282 0.5 -0.8 -1.0

---

Record 6
26
Properties=species:S:1:pos:R:3:forces:R:3 method="wB97M-V/def2-TZVPD" orbital_gap_ev=9.5 e_homo_ev=-8.68 e_lumo_ev=0.85 total_charge=0 total_energy_ev=-12664.1467 smiles=C#CCCC(C)(C)C#CC#CC
C -3.224 -2.518 -0.244 -4.0 -4.3 -3.6
C -2.718 -1.668 0.372 1.0 1.1 1.7
C -1.893 -0.824 1.131 0.2 3.6 -0.1
C -0.583 -1.428 1.558 0.9 -0.3 2.7
C 0.527 -0.390 1.309 1.7 -1.1 2.8
C 0.458 0.629 2.444 -0.3 -0.9 0.9
C 2.010 -1.049 1.414 -1.8 0.9 -3.2
C 0.456 0.269 0.059 0.8 0.6 -1.5
C 0.695 0.865 -0.964 -0.6 -0.7 -0.1
C 0.748 1.361 -2.242 -0.1 1.1 0.0
C 0.712 2.016 -3.256 0.8 -1.0 0.6
C 0.737 2.607 -4.548 0.9 1.9 -1.8
H -3.902 -3.222 -0.826 1.6 1.4 1.2
H -1.548 0.002 0.321 -1.2 -1.2 2.0
H -2.464 -0.314 2.009 1.0 -0.7 -1.6
H -0.578 -1.822 2.683 -0.1 1.4 -2.0
H -0.277 -2.332 1.110 -0.3 -1.0 -1.4
H 1.365 1.124 2.551 2.2 0.5 0.3
H 0.237 0.080 3.370 0.1 0.4 -0.1
H -0.153 1.486 2.371 -1.7 0.5 -0.5
H 2.007 -1.944 0.737 0.4 0.8 0.7
H 2.302 -1.275 2.375 0.2 -0.8 2.3
H 2.723 -0.276 1.075 -0.3 -0.5 -0.2
H 0.556 3.689 -4.500 -1.4 -0.2 0.2
H 0.090 2.076 -5.259 0.1 0.5 0.2
H 1.718 2.859 -5.049 -0.2 -1.7 0.7

---

Record 7
39
Properties=species:S:1:pos:R:3:forces:R:3 method="wB97M-V/def2-TZVPD" orbital_gap_ev="5.3 / 5.3" e_homo_ev="-15.34 / -15.33" e_lumo_ev="-10.04 / -9.98" total_charge=+2 total_energy_ev=-54296.7402
C 0.281 -2.167 2.128 -1.3 0.2 -0.7
N 0.125 -1.055 1.373 -0.3 -0.8 -0.3
N -1.131 -1.153 0.782 0.9 0.3 0.3
C -1.741 -2.281 1.215 1.0 0.3 0.1
C -0.870 -2.962 2.054 0.2 0.2 0.0
B -1.835 -0.028 -0.049 -1.0 -0.1 1.1
N -1.342 1.393 0.367 0.6 0.3 0.6
N -0.131 1.687 0.974 -0.3 0.7 -0.3
C -0.207 2.974 1.407 -1.2 -1.2 -0.8
C -1.473 3.491 1.118 0.1 -0.2 0.0
C -2.166 2.470 0.480 1.0 0.0 0.2
Ca 1.792 0.543 1.762 -3.0 -2.0 1.2
N -1.929 -0.300 -1.615 -2.2 -0.4 -0.9
N -0.826 -0.201 -2.434 0.1 -0.2 -1.8
C -1.238 -0.428 -3.684 0.1 0.1 0.6
C -2.634 -0.686 -3.706 1.5 0.1 -1.3
C -3.031 -0.595 -2.368 1.5 0.8 3.8
H -0.569 -0.403 -4.537 0.0 0.0 0.3
H -4.005 -0.702 -1.911 0.0 0.0 0.0
H -3.241 -0.905 -4.561 -0.2 -0.1 -0.2
H -3.000 -0.067 0.296 0.2 -0.1 -0.3
H -3.187 2.441 0.126 0.2 0.0 0.0
H -2.751 -2.510 0.917 0.0 0.0 0.0
H -1.838 4.463 1.375 -0.1 0.2 0.0
H -1.049 -3.883 2.572 -0.1 -0.2 0.0
H 0.618 3.452 1.918 -0.1 0.0 -0.1
H 1.190 -2.360 2.687 -0.1 0.1 0.0
H 2.014 1.873 0.109 0.4 0.5 0.2
C 2.870 2.332 0.649 0.8 0.9 -0.5
H 2.705 3.415 0.627 0.1 -0.3 0.1
H 3.015 2.023 1.720 0.8 1.5 -1.1
H 3.784 2.121 0.086 0.0 0.0 0.3
F 4.253 -0.626 0.694 -2.4 0.2 -0.5
C 3.056 -0.791 -0.013 4.4 0.8 -3.0
F 3.214 -0.157 -1.226 -0.9 -0.7 2.5
C 2.862 -2.260 -0.275 -0.8 -3.1 -0.4
F 3.860 -2.755 -1.051 -1.2 1.0 1.0
F 2.873 -2.943 0.907 0.0 0.9 -1.2
F 1.681 -2.460 -0.910 1.3 0.3 0.7

---

Record 8
41
Properties=species:S:1:pos:R:3:forces:R:3 method="wB97M-V/def2-TZVPD" orbital_gap_ev="6.8 / 6.3" e_homo_ev="-11.28 / -11.47" e_lumo_ev="-4.49 / -5.20" total_charge=+1 spin_multiplicity=3 total_energy_ev=-103880.9701
W -0.590 -0.776 -0.066 0.1 -0.1 -0.2
O 0.638 -0.196 3.736 0.0 0.0 0.0
S 0.179 -1.442 3.133 0.0 -0.1 0.0
N -0.182 -1.255 1.611 0.0 0.0 0.1
C 2.941 -1.473 0.272 0.0 0.0 0.0
P 1.814 -0.444 -0.700 -0.1 -0.1 0.0
C 2.102 -0.880 -2.430 0.0 0.0 0.0
C 2.312 1.262 -0.451 0.0 0.0 0.0
C 2.693 2.076 -1.515 0.0 0.0 0.0
C 3.027 3.401 -1.280 0.0 0.0 0.0
C 2.975 3.912 0.008 0.0 0.0 0.0
C 2.588 3.104 1.069 0.0 0.0 0.0
C 2.250 1.782 0.843 0.0 0.0 0.0
H 2.899 -1.178 1.320 0.0 0.0 0.0
H 3.959 -1.338 -0.092 0.0 0.0 0.0
H 2.653 -2.521 0.184 0.0 0.0 0.0
H 3.130 -0.646 -2.709 0.0 0.0 0.0
H 1.413 -0.340 -3.078 0.0 0.0 0.0
H 1.928 -1.948 -2.553 0.0 0.0 0.0
H 2.731 1.691 -2.525 0.0 0.0 0.0
H 3.322 4.035 -2.105 0.0 0.0 0.0
H 3.231 4.948 0.186 0.0 0.0 0.0
H 2.541 3.506 2.072 0.0 0.0 0.0
H 1.926 1.164 1.675 0.0 0.0 0.0
C -4.129 -3.300 2.687 0.0 0.0 0.0
S -2.827 -3.335 1.438 0.0 0.0 0.0
C -3.320 -2.103 0.350 0.1 0.0 -0.1
C -2.576 -1.777 -0.799 -0.1 0.1 0.1
S -1.126 -2.667 -1.297 0.1 0.1 0.0
S -3.494 -0.872 -2.029 0.1 0.0 0.0
C -4.861 -0.485 -1.047 -0.1 0.0 0.1
S -6.102 0.449 -1.457 0.0 0.0 0.0
S -4.816 -1.291 0.536 0.0 0.0 0.0
H -3.853 -4.070 3.404 0.0 0.0 0.0
H -5.093 -3.552 2.249 0.0 0.0 0.0
H -4.169 -2.338 3.193 0.0 0.0 0.0
F -0.896 0.684 -1.627 0.0 0.0 0.0
B -1.269 1.920 -0.791 0.0 0.0 0.0
F -0.433 2.914 -1.068 0.0 0.0 0.0
F -2.589 2.110 -0.865 0.0 0.0 0.0
F -0.928 1.269 0.518 -0.1 0.1 0.1